The following is a quantum chemistry calculation of a molecular structure, C3H3AgO4, from OMol25.

Calculated values
Orbital gap (alpha / beta) = 6.46 / 6.06 eV
Energy above the lowest of the compared OMol25 structures with the same formula, charge and spin = 0.0000 eV
Net charge = +1
2S+1 = 2
Highest occupied orbital energy (alpha / beta) = -13.3 / -13.3 eV

```
11
Properties=species:S:1:pos:R:3:nbo_charge:R:1
O 3.315 0.050 0.105 -0.451
C 2.208 -0.415 0.101 0.411
C 0.979 0.453 -0.069 -0.203
H 1.967 -1.450 0.484 0.131
H 0.962 1.178 0.756 0.242
H 1.043 1.028 -1.004 0.232
O -0.156 -0.429 -0.146 -0.456
C -1.349 0.020 0.036 0.948
O -1.559 1.153 0.586 -0.238
O -2.353 -0.678 -0.129 -0.608
Ag -5.055 -0.910 -0.719 0.992
```